[1]
The following is a DFT calculation (ωB97M-V/def2-TZVPD) of a 6-piece molecular cluster, C3H16O5 overall in a non-equilibrium geometry.

Its LUMO energy is 0.41 eV. The structure (SMILES) is C=CC.O.O.O.O.O. Its spin multiplicity is 1. Its total energy is -500.02975 Ha. The calculation puts the energy above the lowest of the compared OMol25 structures with the same formula, charge and spin at 46.28 kcal/mol. The calculation puts the gap between HOMO and LUMO at 10.34 eV.

XYZ file:
```
24
Properties=species:S:1:pos:R:3:forces:R:3
C 0.80549 0.57697 -2.27231 3.0 -0.7 -0.8
C 0.05899 0.82336 -1.23554 -2.1 2.3 0.1
C -1.08636 1.80084 -1.33088 -0.8 -0.6 1.3
H 1.72819 0.02471 -2.16457 0.1 -0.6 0.5
H 0.94062 1.02585 -3.25650 -1.5 0.3 0.1
H 0.22777 0.63585 -0.19616 0.6 -1.3 0.1
H -1.14927 2.21584 -2.32881 -0.2 0.6 0.1
H -2.05401 1.34265 -1.03416 0.5 -0.2 -0.7
H -1.02482 2.49555 -0.45856 0.4 0.3 -1.1
O 2.58501 -0.56169 1.04640 -0.3 0.6 0.0
H 2.47677 -0.41112 0.09444 0.0 -0.1 0.4
H 2.19433 0.25625 1.43025 0.4 -0.7 -0.6
O -2.55597 -0.02299 1.15418 -0.3 -0.2 -0.4
H -2.69439 -0.92533 0.83904 0.2 -0.1 0.2
H -3.37104 0.38923 0.84956 0.0 0.4 0.2
O 0.57960 -2.86859 -0.75728 -1.2 0.1 1.0
H 0.36099 -2.60622 -1.65290 0.8 -0.2 -0.1
H 1.46905 -3.16811 -0.58021 0.3 0.2 -0.8
O 1.31664 1.92061 1.68198 0.2 0.0 0.2
H 1.32634 1.57610 2.58399 -0.3 0.3 0.0
H 0.40224 2.13859 1.47961 -0.1 -0.1 0.2
O -1.01836 -2.22341 2.37344 -0.3 -0.2 0.4
H -1.06439 -1.52377 1.72048 0.4 0.0 -0.1
H -0.45344 -2.91117 2.01451 0.1 0.1 -0.3
```
Forces are in eV/Å.



[2]
The following is a DFT calculation (ωB97M-V/def2-TZVPD) of a 5-piece molecular cluster, C3H16O5 overall in a non-equilibrium geometry.

Its LUMO energy is 0.38 eV. The structure (SMILES) is CCCO.O.O.O.O. Its spin multiplicity is 1. Its total energy is -500.05988 Ha. The calculation puts the energy above the lowest of the compared OMol25 structures with the same formula, charge and spin at 27.38 kcal/mol. The calculation puts the gap between HOMO and LUMO at 11.02 eV.

XYZ file:
```
24
Properties=species:S:1:pos:R:3:forces:R:3
C -0.20359 -0.26505 2.83864 -0.2 -0.9 -0.3
C 0.17563 0.48401 1.56907 0.8 0.4 -0.4
C -0.65799 1.74024 1.34684 1.6 0.9 0.0
O -0.44344 2.13375 -0.01900 0.1 -0.2 0.0
H -0.74821 -1.19790 2.67469 -0.2 0.2 -0.2
H 0.66198 -0.57475 3.42422 0.1 0.3 0.0
H -0.84151 0.36886 3.45439 0.1 0.0 0.1
H 0.37352 0.04980 0.58131 -1.4 -1.2 0.2
H 1.23045 0.76636 1.62183 -0.1 0.7 0.9
H -0.15749 2.49783 1.96537 -0.4 0.2 0.1
H -1.70099 1.76289 1.65015 -0.2 -0.7 -0.3
H -1.20698 2.57030 -0.38656 -0.3 0.2 0.0
O -2.83937 -2.00609 -0.62559 0.1 0.3 0.0
H -3.25641 -1.14118 -0.57624 0.0 0.0 0.0
H -1.98247 -1.86805 -1.07206 -0.3 -0.4 0.2
O -0.41025 -2.65748 -1.86392 -0.3 0.3 -0.2
H 0.29902 -3.12193 -1.41418 0.1 0.1 0.0
H -0.02391 -1.82240 -2.17456 0.4 -0.5 0.0
O 1.56362 -0.67378 -2.36926 0.5 0.1 0.3
H 2.52069 -0.72584 -2.24319 0.0 -0.3 -0.4
H 1.36337 -0.08122 -1.64150 -0.4 0.5 0.2
O 2.48394 1.64064 -0.18017 0.4 -0.6 -1.1
H 1.65275 2.12264 -0.14569 -0.1 0.2 0.5
H 3.00347 1.68775 0.62096 -0.3 0.4 0.3
```
Forces are in eV/Å.



[3]
The following is a DFT calculation (ωB97M-V/def2-TZVPD) of a 2-piece molecular cluster, C3H16Si4 overall in a non-equilibrium geometry.

Its LUMO energy is -0.58 eV. The structure (SMILES) is C[SiH2][Si@@H](C)[SiH3].C=[SiH2]. Its spin multiplicity is 1. Its total energy is -1281.64664 Ha. The calculation puts the energy above the lowest of the compared OMol25 structures with the same formula, charge and spin at 27.37 kcal/mol. The calculation puts the gap between HOMO and LUMO at 7.65 eV.

XYZ file:
```
23
Properties=species:S:1:pos:R:3:forces:R:3
C 2.09216 2.44570 1.25659 -0.2 1.4 0.5
Si 1.40261 1.97844 -0.41524 0.6 0.1 -0.2
Si 0.55533 -0.18698 -0.29943 -0.7 0.6 -2.2
C 0.58390 -1.20779 -1.92587 -1.1 2.0 -0.2
Si 1.06852 -1.61071 1.34960 2.4 -1.9 0.4
H 2.21568 1.58686 1.95678 0.0 0.9 -0.4
H 3.03664 2.97657 1.04748 0.0 -0.6 0.4
H 1.46116 3.29788 1.66730 0.5 -1.4 0.0
H 0.39182 2.94860 -0.82042 -0.8 0.1 0.1
H 2.37873 2.33808 -1.47584 0.3 -0.5 0.0
H -0.85275 0.22272 -0.47594 -0.1 0.1 1.0
H 1.49975 -0.99421 -2.45513 0.4 -0.8 -0.2
H 0.31316 -2.21042 -1.64411 0.4 -0.6 -0.4
H -0.25860 -0.77311 -2.55995 1.1 -0.6 0.7
H 0.51352 -2.98459 1.15145 -0.6 0.5 0.2
H 1.09683 -1.05004 2.68333 -0.5 0.1 0.6
H 2.56173 -2.16996 1.30267 -1.1 1.0 -0.3
C -3.28554 -0.43787 0.91830 -1.9 -4.5 -1.7
Si -3.29753 -0.85626 -0.80223 0.8 0.7 1.2
H -3.85756 -1.36652 1.41400 0.5 2.5 -0.7
H -3.36318 0.47895 1.41529 0.6 1.1 0.8
H -4.19348 -1.61459 -1.69947 -0.3 -0.6 0.6
H -2.06291 -0.81075 -1.58915 -0.2 0.6 -0.3
```
Forces are in eV/Å.



> Which of these has the lowest energy above the lowest of the compared OMol25 structures with the same formula, charge and spin?

C3H16Si4